No. 1
{"formula": "C37H31BF4N3O9PrS", "method": "ωB97M-V/def2-TZVPD", "elements": ["Pr", "O", "S", "O", "O", "O", "C", "C", "N", "C", "C", "C", "O", "O", "C", "O", "C", "C", "C", "F", "C", "C", "C", "N", "C", "C", "N", "C", "C", "H", "H", "H", "H", "H", "H", "H", "H", "H", "H", "H", "H", "H", "H", "H", "H", "H", "H", "O", "B", "O", "C", "C", "C", "C", "C", "C", "H", "H", "H", "H", "C", "C", "C", "C", "C", "C", "H", "H", "H", "H", "H", "F", "C", "F", "F", "C", "C", "C", "C", "C", "C", "C", "C", "H", "H", "H", "H"], "coordinates": [[0.89413, 2.35467, -0.59949], [4.34530, 3.67468, 0.82950], [3.09809, 3.19520, 0.31520], [2.47607, 2.08466, 1.09758], [3.17746, 2.64924, -1.08802], [2.03034, 4.24987, 0.22283], [-1.25284, -5.47117, -2.25558], [0.15635, -5.02839, -1.87341], [0.19044, -3.69726, -1.26341], [0.42444, -2.62314, -2.04670], [0.45902, -1.33864, -1.61337], [0.63366, -0.26971, -2.66822], [0.99465, -0.61761, -3.78938], [0.32809, 0.92424, -2.29300], [0.30175, -1.06670, -0.20631], [0.37366, 0.07228, 0.29686], [0.04145, -2.22534, 0.62820], [-0.17728, -2.07678, 2.00697], [-0.49763, -3.13525, 2.79089], [-0.78740, -2.87439, 4.07932], [-0.64314, -4.46444, 2.28845], [-0.41293, -4.59098, 0.91089], [-0.06550, -3.51388, 0.09481], [-1.07928, -5.52829, 3.02537], [-0.77648, -5.68824, 4.46591], [0.07639, -6.91566, 4.88582], [-0.54141, -8.21039, 4.91112], [-1.00470, -7.78037, 1.82686], [-1.81505, -6.59027, 2.33617], [-1.22660, -6.46727, -2.70547], [-1.68415, -4.77128, -2.97472], [-1.90337, -5.50568, -1.37876], [0.78594, -4.98875, -2.75885], [0.60818, -5.73707, -1.18649], [0.58822, -2.81504, -3.09973], [-0.13478, -1.08072, 2.43431], [-0.51182, -5.57478, 0.48426], [-1.71718, -5.76335, 5.02495], [-0.25436, -4.79240, 4.78816], [0.49554, -6.57206, 5.86972], [0.93848, -6.92392, 4.19211], [-1.28563, -8.17703, 5.60846], [-0.63075, -8.32065, 2.71219], [-1.65798, -8.43707, 1.23720], [-0.16036, -7.47570, 1.19587], [-2.53995, -6.97133, 3.05872], [-2.37132, -6.12192, 1.51683], [-0.53099, 2.70979, 1.60522], [-1.29351, 2.80525, 0.37963], [-2.37313, 1.89074, 0.55728], [-2.25563, 1.30404, 1.79024], [-3.06659, 0.36241, 2.38295], [-2.70422, -0.08082, 3.65841], [-1.56698, 0.40729, 4.29388], [-0.74732, 1.35592, 3.67503], [-1.12600, 1.78258, 2.42547], [-3.93384, -0.03353, 1.86640], [-3.30505, -0.83676, 4.15240], [-1.29623, 0.02183, 5.27007], [0.16293, 1.72168, 4.13556], [1.47709, 1.72413, -6.30435], [0.27027, 2.39693, -6.18930], [0.01234, 3.17417, -5.07180], [0.95625, 3.27569, -4.05217], [2.16194, 2.58559, -4.16535], [2.41694, 1.82186, -5.28974], [1.67256, 1.10253, -7.17124], [-0.47348, 2.32052, -6.97354], [-0.92316, 3.71106, -4.97633], [2.88933, 2.65890, -3.37219], [3.34706, 1.26958, -5.35825], [0.88012, 11.42591, -1.29051], [0.87925, 10.54288, -0.26847], [1.98962, 10.76110, 0.45905], [-0.17790, 10.85788, 0.50993], [0.79537, 9.13873, -0.77104], [1.70854, 8.18088, -0.36746], [1.63101, 6.89182, -0.87291], [0.64283, 6.56688, -1.80058], [-0.30094, 7.52586, -2.16522], [-0.21821, 8.81099, -1.65902], [0.63245, 5.26807, -2.41024], [0.73198, 4.21161, -2.96780], [2.47955, 8.44337, 0.34558], [2.30502, 6.10815, -0.54524], [-1.09150, 7.25008, -2.85225], [-0.94356, 9.56249, -1.94667]], "atomic_forces_ev_per_a": [[-2.2, -2.4, -1.7], [0.1, 0.1, 0.1], [2.7, 0.9, 0.9], [0.4, 0.2, 0.3], [0.6, 0.3, -0.1], [0.4, 0.4, 0.4], [0.0, 0.1, 0.1], [-0.2, 0.2, 0.0], [0.0, -0.1, 0.0], [0.0, -0.1, 0.1], [0.0, 0.1, 0.1], [-0.2, 0.0, 0.1], [-0.1, 0.2, 0.0], [0.3, -0.4, -0.6], [-0.1, -0.1, -0.1], [0.1, 0.3, 0.2], [0.0, 0.0, -0.1], [0.0, 0.2, 0.0], [0.0, -0.1, -0.2], [-0.1, 0.0, 0.3], [-0.1, -0.1, 0.0], [0.0, -0.1, 0.0], [0.0, 0.0, 0.0], [0.2, 0.0, 0.1], [-0.2, 0.0, -0.1], [-0.1, -0.3, -0.1], [0.1, 0.3, -0.3], [0.2, 0.0, 0.1], [0.1, 0.0, 0.1], [0.0, 0.1, 0.0], [0.0, 0.0, 0.0], [0.0, 0.0, -0.1], [0.1, 0.0, -0.1], [0.1, -0.1, 0.1], [0.0, 0.0, 0.0], [0.0, -0.1, 0.0], [0.0, 0.0, 0.0], [-0.1, 0.1, -0.1], [0.0, 0.0, 0.0], [0.0, 0.0, -0.1], [0.0, -0.1, 0.1], [0.0, 0.0, 0.1], [-0.1, 0.0, -0.1], [0.1, 0.0, 0.1], [-0.1, 0.0, 0.0], [0.0, 0.0, 0.0], [0.0, 0.0, 0.0], [0.0, -0.2, 0.1], [-1.9, 0.0, 0.9], [-0.2, 0.1, 0.2], [-0.1, 0.1, -0.2], [-0.1, -0.1, 0.0], [0.0, 0.0, 0.0], [0.0, 0.0, 0.0], [0.1, -0.1, 0.2], [0.1, 0.3, -0.2], [0.0, 0.1, 0.1], [0.0, 0.0, 0.0], [0.0, 0.0, -0.1], [-0.1, 0.0, 0.0], [0.0, -0.1, 0.0], [0.0, 0.1, 0.0], [-0.2, 0.0, 0.0], [0.1, 0.1, 0.0], [0.0, 0.1, 0.0], [0.0, -0.1, 0.0], [0.0, 0.0, 0.0], [0.0, 0.0, 0.0], [0.0, 0.0, 0.0], [0.1, 0.0, 0.1], [0.0, 0.0, 0.0], [0.0, 0.2, 0.1], [0.0, -0.4, 0.0], [-0.1, 0.2, 0.0], [0.0, 0.2, 0.0], [0.1, -0.1, -0.1], [0.1, -0.1, 0.1], [0.2, 0.0, 0.0], [0.0, -0.2, 0.2], [-0.1, 0.1, -0.1], [-0.2, -0.1, -0.1], [-0.1, 0.6, 0.8], [0.2, -0.5, -1.4], [0.0, -0.1, 0.0], [0.0, 0.2, 0.0], [0.0, 0.1, 0.0], [0.0, 0.0, 0.0]], "total_charge": -2, "multiplicity": 3, "homo_lumo_gap_ev": [4.4, 4.4], "energy_ha": -3609.6953}

No. 2
{"formula": "C37H31Br3N6O12", "method": "ωB97M-V/def2-TZVPD", "elements": ["C", "Br", "Br", "Br", "H", "C", "C", "C", "C", "C", "C", "N", "O", "O", "H", "H", "H", "H", "H", "C", "C", "C", "C", "C", "C", "N", "O", "O", "H", "H", "H", "H", "H", "C", "C", "C", "C", "C", "C", "N", "O", "O", "H", "H", "H", "H", "H", "C", "C", "C", "C", "C", "C", "N", "O", "O", "H", "H", "H", "H", "H", "C", "C", "C", "C", "C", "C", "N", "O", "O", "H", "H", "H", "H", "H", "C", "C", "C", "C", "C", "C", "N", "O", "O", "H", "H", "H", "H", "H"], "coordinates": [[-1.86765, 0.78750, 0.30508], [-2.50634, -0.94575, 0.81291], [-0.77792, 1.64696, 1.65070], [-3.36842, 1.92104, -0.12942], [-1.28001, 0.68523, -0.59540], [4.76220, -1.04585, -1.56028], [4.24724, -1.84862, -0.56602], [2.88152, -2.10988, -0.48739], [2.05860, -1.46248, -1.37680], [2.54920, -0.61719, -2.36409], [3.90663, -0.46499, -2.51513], [0.60858, -1.63812, -1.28484], [-0.10932, -0.88174, -1.92664], [0.20119, -2.41907, -0.45282], [5.77967, -0.68336, -1.47086], [4.85117, -2.26886, 0.22850], [2.48075, -2.73392, 0.29589], [1.81520, -0.17409, -3.02545], [4.36214, 0.12643, -3.29714], [-4.82146, -3.85520, 0.98049], [-5.84518, -4.77520, 0.78635], [-5.87044, -5.93535, 1.54567], [-5.00711, -6.06594, 2.61795], [-4.05639, -5.10892, 2.89654], [-3.96471, -4.00082, 2.06542], [-5.18933, -7.19274, 3.54011], [-5.26066, -6.94305, 4.72250], [-5.26601, -8.30003, 3.04123], [-4.77491, -2.93650, 0.40845], [-6.50224, -4.72265, -0.07155], [-6.65382, -6.66509, 1.38448], [-3.41971, -5.19537, 3.76712], [-3.28263, -3.20363, 2.32996], [-1.51644, 0.60321, -6.02365], [-1.41662, 0.17233, -4.70344], [-2.55574, -0.18430, -3.99096], [-3.78484, -0.09480, -4.58835], [-3.90096, 0.23313, -5.92533], [-2.75772, 0.56690, -6.63871], [-4.97499, -0.46049, -3.81641], [-6.03621, -0.00648, -4.20900], [-4.82585, -1.09407, -2.79570], [-0.58568, 0.85275, -6.51586], [-0.44929, 0.16579, -4.22091], [-2.44024, -0.48867, -2.95957], [-4.85842, 0.31615, -6.41804], [-2.92913, 0.85032, -7.67032], [2.31528, 3.04018, 1.23815], [3.48421, 2.70161, 0.57924], [4.67042, 2.51984, 1.27287], [4.62599, 2.64254, 2.64683], [3.50261, 3.04168, 3.33144], [2.34309, 3.28522, 2.61156], [5.83827, 2.35227, 3.42433], [6.73148, 1.76763, 2.84375], [5.86019, 2.66365, 4.59374], [1.42117, 3.29077, 0.68487], [3.38110, 2.54207, -0.48887], [5.57556, 2.25149, 0.75021], [3.51175, 3.16098, 4.40390], [1.41767, 3.56982, 3.09786], [1.37273, -1.10680, 2.60983], [2.68321, -0.66750, 2.59353], [3.59592, -1.24383, 3.46817], [3.14746, -2.13812, 4.42111], [1.82966, -2.52256, 4.49082], [0.92831, -2.00160, 3.56985], [4.10619, -2.70879, 5.38110], [5.28976, -2.49181, 5.18588], [3.65347, -3.36228, 6.30596], [0.66026, -0.63961, 1.94113], [3.01920, -0.01786, 1.79555], [4.65096, -1.00737, 3.41689], [1.51058, -3.21644, 5.25538], [-0.11695, -2.27172, 3.63005], [0.00878, 4.97266, -3.66976], [-0.23610, 6.28099, -3.27486], [-0.69216, 6.51366, -1.98180], [-0.91151, 5.45516, -1.11853], [-0.69400, 4.15373, -1.52476], [-0.14406, 3.91392, -2.78049], [-1.40069, 5.71493, 0.23497], [-1.60600, 6.86759, 0.55022], [-1.52908, 4.75790, 0.97393], [0.32531, 4.73754, -4.68060], [-0.17919, 7.08694, -3.99112], [-0.73705, 7.52930, -1.61007], [-0.91450, 3.29202, -0.91211], [0.05295, 2.88567, -3.04943]], "atomic_forces_ev_per_a": [[-0.4, 0.4, 0.1], [0.2, 0.0, 0.1], [-0.2, -0.3, -0.1], [-0.1, 0.0, -0.1], [0.1, -0.1, 0.0], [-0.3, 0.8, 0.2], [-0.3, -0.4, 0.5], [0.2, 0.0, 0.0], [0.2, 0.1, -0.5], [-0.5, -0.4, -0.6], [0.7, -0.1, 0.7], [-0.2, 0.6, 1.2], [0.1, -0.2, -0.3], [0.0, -0.2, -0.4], [0.2, -0.5, -0.4], [0.3, 0.1, -0.2], [-0.1, -0.1, 0.0], [0.2, 0.1, -0.1], [-0.3, 0.2, 0.0], [-0.4, 0.5, 0.6], [0.9, -0.7, -0.7], [-0.6, 0.1, 0.4], [-0.1, 0.3, -0.1], [0.2, 0.2, 0.2], [-0.1, -0.1, 0.1], [0.1, -0.3, -0.4], [0.1, 0.0, 0.2], [-0.1, 0.1, 0.1], [0.0, -0.2, -0.2], [-0.1, 0.3, 0.1], [0.2, -0.1, 0.0], [-0.1, -0.1, 0.0], [0.2, -0.1, -0.1], [0.2, -0.7, 0.5], [-0.3, 0.4, -0.2], [1.0, 0.1, 0.6], [0.0, -0.6, -0.5], [0.0, 0.5, -0.1], [-0.4, 0.4, -0.3], [-0.4, 0.9, 0.2], [0.1, -0.4, -0.1], [0.1, -0.3, 0.0], [-0.2, 0.2, -0.4], [-0.1, -0.1, 0.1], [-0.2, -0.1, 0.0], [-0.1, -0.2, 0.2], [0.4, 0.0, 0.0], [0.3, 1.0, 0.6], [-0.5, -0.2, -0.4], [-0.3, -0.3, -0.4], [0.3, 0.2, 0.1], [-0.7, 0.2, 0.2], [-0.3, -0.6, -0.4], [0.1, -0.3, 0.0], [0.2, 0.0, 0.0], [0.0, 0.1, 0.1], [-0.1, -0.3, -0.1], [0.5, 0.1, 0.0], [0.1, 0.0, 0.2], [0.2, 0.0, 0.0], [0.2, 0.1, 0.2], [-0.6, 0.6, 0.2], [0.4, -0.9, -0.3], [0.4, 0.4, -0.1], [0.1, 0.1, -0.2], [-0.6, -0.2, 0.1], [0.2, -0.1, 0.2], [0.2, -0.1, 0.2], [-0.4, -0.1, 0.1], [0.3, 0.2, -0.3], [0.0, -0.3, -0.1], [0.0, 0.2, 0.2], [0.0, 0.1, 0.1], [0.0, 0.0, 0.0], [0.0, -0.1, -0.1], [0.3, -0.4, -0.3], [-0.6, -0.6, 0.2], [0.7, 0.6, 0.1], [-0.1, -0.1, -0.6], [0.5, -0.6, -0.2], [-0.7, 0.4, 0.3], [0.2, 0.1, 0.3], [-0.1, 0.0, 0.0], [-0.1, 0.1, 0.0], [0.1, 0.2, 0.0], [0.3, 0.1, 0.1], [-0.4, -0.1, 0.0], [0.0, 0.3, 0.4], [0.0, 0.0, -0.3]], "multiplicity": 1, "homo_lumo_gap_ev": 8.6, "energy_ha": -10381.4191}

No. 3
{"formula": "C37H31IN6PS3Sr", "method": "ωB97M-V/def2-TZVPD", "elements": ["Sr", "C", "N", "C", "C", "N", "C", "S", "C", "C", "C", "C", "C", "N", "H", "H", "H", "H", "H", "H", "H", "H", "H", "C", "C", "S", "C", "C", "S", "H", "H", "H", "H", "H", "H", "I", "C", "C", "C", "C", "C", "C", "C", "C", "C", "P", "C", "C", "C", "C", "C", "C", "C", "C", "C", "C", "C", "C", "C", "H", "H", "H", "H", "H", "H", "H", "H", "H", "H", "H", "H", "H", "H", "H", "H", "N", "C", "N", "C", "N"], "coordinates": [[0.15772, 1.42117, -0.60811], [-1.03228, 2.04587, 5.38918], [-1.92438, 2.69307, 4.47468], [-3.03298, 3.43207, 4.77518], [-3.57578, 3.84507, 3.61288], [-2.80078, 3.35977, 2.56578], [-1.75608, 2.63667, 3.11688], [-0.46878, 1.80987, 2.49268], [-3.09238, 3.57007, 1.21479], [-4.20498, 4.33597, 0.83398], [-4.47428, 4.48887, -0.51151], [-3.64178, 3.88917, -1.44342], [-2.56008, 3.16797, -0.96682], [-2.28928, 3.00857, 0.31639], [-1.33788, 2.27277, 6.40858], [-0.01188, 2.39097, 5.20918], [-1.04418, 0.96677, 5.21788], [-3.35108, 3.61147, 5.78318], [-4.44848, 4.44337, 3.46458], [-4.85188, 4.81277, 1.55159], [-5.32638, 5.07287, -0.82722], [-3.81458, 3.97887, -2.50322], [-1.87938, 2.69287, -1.65482], [-2.45258, 0.11577, -4.69972], [-1.83278, 0.20737, -3.32222], [-0.43568, 1.23317, -3.30422], [-2.35878, -0.47373, -2.27262], [-3.60698, -1.30813, -2.42422], [-1.79358, -0.48093, -0.63072], [-1.88298, 0.73547, -5.39162], [-3.48888, 0.46737, -4.70072], [-2.43258, -0.91253, -5.07112], [-3.86058, -1.50453, -3.46362], [-4.44638, -0.78823, -1.95201], [-3.47908, -2.26203, -1.90922], [3.68882, 1.10917, 0.49799], [4.78502, -0.69643, 0.06099], [6.14722, -0.47353, -0.04471], [7.04142, -1.53013, -0.16821], [6.55982, -2.81373, -0.15801], [5.17522, -3.07133, -0.08931], [4.74532, -4.41203, -0.09171], [3.41052, -4.72643, -0.04831], [2.48392, -3.69683, -0.03311], [2.84492, -2.35493, -0.02691], [1.33962, -1.27223, -0.18171], [0.72012, -2.05553, -1.71182], [-0.27818, -3.00143, -1.90391], [-0.63698, -3.39553, -3.17762], [-0.01288, -2.84803, -4.28472], [0.98612, -1.90463, -4.10962], [1.34952, -1.51783, -2.83542], [0.55122, -1.87793, 1.35619], [1.02482, -1.21023, 2.48748], [0.58482, -1.54953, 3.75128], [-0.33538, -2.57153, 3.91739], [-0.82278, -3.23053, 2.80268], [-0.38908, -2.88333, 1.53608], [4.22052, -1.99483, -0.01481], [6.52162, 0.53657, -0.00891], [8.10082, -1.33363, -0.24071], [7.23532, -3.65683, -0.20431], [5.49392, -5.19163, -0.13091], [3.08052, -5.75583, -0.04481], [1.43312, -3.94843, -0.03631], [-0.83028, -3.40643, -1.07192], [-1.42788, -4.12263, -3.30082], [-0.31078, -3.15183, -5.27952], [1.45582, -1.45093, -4.97052], [2.10932, -0.75433, -2.70282], [1.73812, -0.40453, 2.37478], [0.95822, -1.01713, 4.61428], [-0.66758, -2.86073, 4.90608], [-1.54788, -4.02463, 2.91478], [-0.82238, -3.39913, 0.69608], [1.09072, 3.48717, -0.38621], [1.05502, 4.65747, -0.45651], [1.03232, 5.89417, -0.32251], [0.99472, 6.94207, -1.05592], [0.95622, 7.96447, -1.59382]], "atomic_forces_ev_per_a": [[-0.4, -0.5, 0.5], [0.3, -0.2, 0.2], [-0.2, 0.2, -0.6], [-0.5, 0.4, -0.3], [-0.1, 0.1, 0.5], [0.4, -0.3, 1.1], [0.3, -0.2, 0.0], [0.4, -0.2, -0.2], [-0.2, 0.1, -1.5], [0.2, -0.2, 0.3], [0.2, -0.2, -0.2], [-0.1, 0.1, 0.2], [-0.3, 0.2, -0.3], [0.0, 0.1, 0.8], [-0.1, 0.0, 0.0], [-0.1, 0.0, 0.1], [0.0, 0.1, 0.1], [0.0, 0.0, 0.1], [-0.1, 0.0, 0.0], [0.0, 0.0, 0.1], [-0.1, 0.0, 0.0], [0.0, 0.0, -0.1], [0.0, -0.1, -0.5], [-0.1, 0.0, -0.1], [-0.6, -0.7, 0.3], [0.6, 0.8, -0.2], [-0.1, 0.2, -0.9], [0.0, 0.1, -0.2], [-0.5, -0.3, 1.0], [-0.1, -0.1, 0.0], [0.0, -0.1, -0.1], [-0.1, 0.0, -0.1], [-0.1, 0.0, -0.1], [-0.1, -0.1, 0.0], [0.0, 0.0, 0.0], [0.5, -0.4, -0.2], [0.3, 1.0, 0.1], [-1.1, 0.3, 0.1], [0.1, -0.9, 0.0], [0.3, 0.5, 0.0], [-0.1, 0.1, 0.0], [-0.4, -0.2, 0.0], [0.8, -0.2, 0.0], [0.1, 0.8, 0.1], [-0.3, -0.6, 0.0], [-0.3, -0.8, -0.1], [0.2, 0.1, -0.3], [-0.1, -0.1, 0.1], [0.0, -0.1, 0.0], [0.2, 0.0, -0.1], [-0.1, -0.2, -0.3], [0.0, -0.1, 0.3], [0.1, 0.2, 0.1], [-0.1, -0.1, -0.2], [0.0, -0.1, 0.3], [0.1, 0.0, 0.1], [0.0, -0.1, 0.0], [-0.2, -0.1, -0.1], [0.1, -0.5, 0.0], [0.0, 0.1, 0.0], [0.1, 0.0, 0.0], [0.0, -0.1, 0.0], [0.1, 0.0, 0.0], [0.0, -0.1, 0.0], [0.0, 0.0, 0.0], [0.0, 0.0, -0.1], [-0.1, 0.0, 0.0], [0.0, 0.0, -0.1], [0.0, 0.1, 0.0], [0.0, 0.0, -0.1], [0.1, 0.0, 0.0], [0.1, 0.1, 0.0], [0.0, 0.1, 0.0], [-0.1, 0.0, 0.0], [0.0, 0.0, 0.0], [0.9, 1.5, -0.1], [0.1, -0.9, 0.0], [0.0, 0.4, 1.2], [-0.1, 0.4, -0.5], [0.0, 0.6, -0.4]], "total_charge": -1, "multiplicity": 1, "homo_lumo_gap_ev": 4.9, "energy_ha": -3621.5311}